# 1
Computed, not measured: a 10-piece molecular cluster, H20N2O11 overall at a distorted geometry, with the ωB97M-V functional and the def2-TZVPD basis.

```
33
H20N2O11 the ωB97M-V functional and the def2-TZVPD basis
N -0.668 -1.897 1.414
H -0.016 -1.194 0.986
H -0.169 -2.402 2.309
H -0.831 -2.469 0.655
H -1.534 -1.393 1.604
N 0.732 0.815 -0.417
O 1.682 0.113 0.066
O 0.503 0.760 -1.652
O -0.048 1.231 0.387
O -1.638 2.798 -1.554
H -1.197 3.646 -1.651
H -0.876 2.259 -1.212
O -0.125 0.808 -4.245
H -1.042 0.415 -4.424
H -0.114 1.121 -3.295
O 3.590 -0.855 -1.514
H 4.229 -1.095 -0.990
H 3.013 -0.294 -0.886
O -0.329 -2.258 -2.023
H 0.050 -1.542 -2.326
H 0.260 -2.850 -2.685
O 1.562 -3.556 0.270
H 1.910 -2.817 -0.074
H 1.899 -3.994 0.984
O -1.722 3.454 1.375
H -1.108 2.870 1.070
H -2.309 3.670 0.711
O 0.577 0.598 3.393
H 0.566 1.445 3.950
H 1.087 0.754 2.647
O -2.835 0.544 2.064
H -2.913 -0.071 2.848
H -2.189 1.386 2.217
```

The value obtained for the energy above the lowest of the compared OMol25 structures with the same formula, charge and spin is 1.560 eV. As for the charge: 0. The value obtained for the HOMO-LUMO gap is 9.40 eV.

=====

# 2
Computed, not measured: C22H27F4N4OTi as an isolated structure at a distorted geometry, with the ωB97M-V functional and the def2-TZVPD basis.

```
59
C22H27F4N4OTi the ωB97M-V functional and the def2-TZVPD basis
Ti 0.510 -0.125 0.087
C -0.717 1.893 -2.152
C -0.673 2.610 -0.805
N 0.197 1.930 0.194
C 1.522 2.598 0.230
C 2.282 2.472 -1.087
C -0.446 2.028 1.537
C 0.271 1.144 2.584
N 0.987 0.123 1.853
C 2.176 -0.348 2.314
C 3.139 -0.711 1.358
F 2.761 -0.436 0.027
C 4.395 -1.194 1.678
F 5.235 -1.527 0.702
C 4.759 -1.293 3.013
C 3.850 -0.900 3.989
F 4.195 -0.962 5.263
C 2.577 -0.447 3.659
F 1.713 -0.097 4.621
H -1.248 2.522 -2.865
H 0.277 1.710 -2.560
H -1.267 0.951 -2.073
H -0.326 3.639 -0.943
H -1.696 2.661 -0.420
H 1.391 3.663 0.467
H 2.121 2.150 1.030
H 1.856 3.110 -1.858
H 3.310 2.797 -0.939
H 2.300 1.430 -1.440
H -0.457 3.073 1.874
H -1.481 1.686 1.435
H 0.962 1.748 3.187
H -0.468 0.714 3.278
H 5.734 -1.657 3.292
N -1.386 -0.399 -0.019
C -2.545 -0.535 0.062
C -3.928 -0.518 0.066
C -4.621 -0.513 -1.162
C -5.987 -0.346 -1.166
C -6.678 -0.189 0.029
C -6.004 -0.233 1.244
C -4.637 -0.403 1.278
H -4.069 -0.633 -2.083
H -6.518 -0.324 -2.105
H -7.744 -0.032 0.014
H -6.549 -0.124 2.167
H -4.100 -0.438 2.214
C 1.290 -1.385 -3.001
N 1.231 -2.720 -2.440
C 1.442 -3.872 -3.297
C 0.976 -2.864 -1.154
O 0.770 -1.897 -0.383
H 1.122 -1.434 -4.076
H 2.276 -0.934 -2.826
H 0.499 -0.757 -2.550
H 1.668 -3.542 -4.308
H 0.540 -4.485 -3.325
H 2.269 -4.485 -2.938
H 0.943 -3.889 -0.770
```

As for the charge: +2. The spin multiplicity is 2. The value obtained for the HOMO-LUMO gap (spin up / spin down) is 7.27 / 7.58 eV.

=====

# 3
Computed, not measured: a 3-piece molecular cluster, C4H6INO overall at a distorted geometry, with the ωB97M-V functional and the def2-TZVPD basis.

```
13
C4H6INO the ωB97M-V functional and the def2-TZVPD basis
C -1.063 0.679 -0.349
C 2.430 2.705 -0.995
C -1.308 1.011 -1.588
C -0.750 0.016 1.947
N -0.520 0.083 0.551
O 1.305 2.709 -1.018
I 3.915 -0.032 -0.449
H -0.860 1.835 -2.123
H -2.276 0.572 -2.057
H 2.398 -0.136 -0.681
H -1.532 -0.692 2.159
H -1.154 1.069 2.118
H 0.143 -0.163 2.331
```

The value obtained for the energy above the lowest of the compared OMol25 structures with the same formula, charge and spin is 3.452 eV. As for the charge: 0. The value obtained for the HOMO-LUMO gap is 9.15 eV.